Record 1
Entry from OMol25: 15 unconnected molecules or ions with the total composition C61H92BN11O11 at a distorted geometry (ωB97M-V/def2-TZVPD).

Results
Frontier orbital gap   6.79 eV
HOMO energy   -7.48 eV
LUMO   -0.69 eV

Structure (ORCA input):
```
! RIJCOSX wB97M-V def2-TZVPD def2/J DEFGRID3
* xyz 0 1
C -9.8762 8.0211 -1.4522
C -10.8100 9.0710 -2.0084
C -12.2762 8.6727 -1.8174
C -13.2894 9.6093 -2.5283
N -14.7330 9.1218 -2.3915
C -15.7946 10.1362 -3.1095
C -15.5621 9.8276 -4.6661
C -15.2434 8.3137 -4.7420
C -15.0296 7.8705 -3.3315
C -15.1215 8.8447 -0.9320
C -15.0142 10.0698 0.0534
C -15.6034 9.7904 1.5061
H -10.2138 6.9851 -1.4267
H -9.5924 8.3464 -0.4514
H -8.9439 7.9450 -2.0118
H -10.5874 9.0295 -3.0746
H -10.7052 10.0723 -1.5906
H -12.4548 8.6738 -0.7422
H -12.3427 7.6188 -2.0877
H -13.0722 9.6799 -3.5940
H -13.4029 10.5890 -2.0643
H -16.8254 9.9482 -2.8091
H -15.5182 11.1618 -2.8651
H -16.3962 10.1339 -5.2973
H -14.6924 10.3746 -5.0300
H -16.0039 7.7548 -5.2873
H -14.3815 8.1351 -5.3849
H -15.9478 7.4694 -2.9023
H -14.2906 7.0727 -3.2576
H -14.4385 8.0294 -0.6934
H -16.1499 8.4858 -0.9726
H -15.4789 10.9391 -0.4120
H -13.9890 10.4049 0.2110
H -16.6931 9.7802 1.5265
H -15.1774 10.5269 2.1874
H -15.1970 8.8765 1.9395
O -14.1222 4.1828 -10.0880
C -13.7744 4.0104 -8.9386
O -12.5835 3.8662 -8.4207
B -12.6381 3.8724 -6.9298
O -14.0703 3.9975 -6.6162
C -14.7786 4.1180 -7.7148
O -15.9569 4.1957 -7.8393
O -11.9986 2.6072 -6.3845
C -10.8846 2.9336 -5.7576
O -10.1001 2.1378 -5.2356
C -10.8634 4.4904 -5.6285
O -11.8188 4.9581 -6.3717
O -9.9755 5.0594 -4.9739
N -14.5588 8.7264 -11.0620
C -15.8727 8.8054 -10.6026
C -16.2201 10.1139 -10.3311
C -15.1196 10.8381 -10.6148
C -14.1306 10.0241 -11.1211
H -13.9610 7.9183 -11.1603
H -16.4350 7.8953 -10.4545
H -17.1684 10.4262 -9.9194
H -15.0577 11.9120 -10.5189
H -13.1185 10.2280 -11.4380
N -8.2496 -2.0862 -6.1723
C -8.8364 -2.3306 -7.3987
C -8.1020 -3.3169 -8.0317
C -7.2631 -3.8456 -7.0560
C -7.3129 -3.0507 -5.9758
H -8.4588 -1.3385 -5.5263
H -9.6590 -1.7203 -7.7413
H -8.3370 -3.7254 -9.0035
H -6.6486 -4.6984 -7.3039
H -6.6859 -3.1536 -5.1025
N -2.6446 4.5704 -5.3068
C -3.9695 4.5710 -5.5659
C -4.5830 3.5724 -4.9323
C -3.5474 2.7507 -4.3967
C -2.3635 3.4260 -4.5918
H -1.9728 5.2644 -5.6019
H -4.3828 5.3063 -6.2404
H -5.6465 3.3948 -4.8711
H -3.6697 1.7869 -3.9250
H -1.3877 3.2004 -4.1876
N -7.9997 8.6076 -7.3114
C -6.9880 9.4871 -7.1515
C -6.8174 10.0394 -8.4180
C -7.8017 9.6217 -9.2562
C -8.5679 8.7466 -8.5701
H -8.2628 7.8806 -6.6615
H -6.4012 9.5933 -6.2510
H -6.0391 10.7846 -8.4900
H -8.0402 9.9839 -10.2453
H -9.4279 8.1583 -8.8545
N -12.9190 -2.6285 -1.3679
C -12.0799 -3.4680 -2.0178
C -11.9506 -2.9591 -3.3641
C -12.5203 -1.7024 -3.4011
C -13.1040 -1.5281 -2.1843
H -13.3684 -2.7033 -0.4665
H -11.7865 -4.4271 -1.6172
H -11.5333 -3.5511 -4.1652
H -12.6479 -1.0809 -4.2751
H -13.6287 -0.7051 -1.7221
N -6.3326 2.4452 -10.3424
C -7.2650 1.5169 -9.9928
C -8.5346 1.9685 -10.3048
C -8.3836 3.1972 -10.9413
C -7.0171 3.4680 -10.9972
H -5.3268 2.3904 -10.2683
H -6.9406 0.6196 -9.4867
H -9.4674 1.4684 -10.0899
H -9.1981 3.8186 -11.2833
H -6.4106 4.2799 -11.3707
N -14.0361 3.8559 0.8385
C -15.3850 4.0341 0.6707
C -15.6790 3.8290 -0.6743
C -14.5308 3.4762 -1.3828
C -13.5598 3.4182 -0.3510
H -13.4532 3.9801 1.6539
H -16.0308 4.3205 1.4876
H -16.6917 3.8974 -1.0433
H -14.3798 3.2578 -2.4296
H -12.4987 3.2205 -0.3884
N -11.2918 8.2302 -14.9946
C -12.5734 8.2504 -15.4771
C -13.1142 7.0612 -15.0655
C -12.1790 6.3850 -14.2783
C -10.9878 7.0970 -14.2852
H -10.6448 8.9809 -15.1892
H -12.9163 9.1532 -15.9606
H -14.1184 6.7211 -15.2715
H -12.3153 5.4789 -13.7068
H -10.0469 6.8952 -13.7949
N -21.0299 8.4977 -4.1216
C -20.3110 7.4019 -4.4127
C -20.2002 7.3449 -5.7727
C -20.6694 8.4553 -6.3200
C -21.2377 9.2117 -5.2668
H -21.3175 8.8029 -3.2028
H -20.0319 6.6728 -3.6665
H -19.7812 6.4972 -6.2945
H -20.7527 8.7783 -7.3472
H -21.6398 10.2125 -5.2101
N -7.1606 0.7226 -1.0225
C -6.3180 1.5532 -0.3899
C -5.6998 0.8517 0.6481
C -6.2174 -0.4165 0.6758
C -7.2204 -0.4869 -0.3414
H -7.8082 0.9079 -1.7751
H -6.2498 2.5933 -0.6727
H -4.9024 1.2540 1.2553
H -6.0119 -1.1744 1.4172
H -7.9027 -1.2642 -0.6524
C -17.4616 -0.4097 -6.4858
C -16.7912 0.4178 -5.4693
O -17.1501 0.0522 -4.1520
H -17.1379 -1.4498 -6.4462
H -17.1712 -0.0359 -7.4677
H -18.5495 -0.3460 -6.4597
H -17.0294 1.4424 -5.7550
H -15.7135 0.3524 -5.6186
H -16.5729 0.4531 -3.4980
C -19.7084 2.2602 -13.3291
C -18.6203 2.8304 -12.4908
O -17.8139 3.6386 -13.3320
H -20.2501 3.0446 -13.8576
H -20.4610 1.6771 -12.7984
H -19.2945 1.6446 -14.1278
H -18.0039 1.9910 -12.1690
H -18.9881 3.4609 -11.6813
H -17.1471 4.0437 -12.7726
C -13.8593 -1.1595 -10.5761
C -13.0410 -1.5775 -11.7616
O -13.1651 -2.9295 -12.0698
H -14.8249 -1.6648 -10.5971
H -13.9560 -0.0740 -10.5958
H -13.2908 -1.4921 -9.7077
H -11.9754 -1.4736 -11.5572
H -13.2399 -0.9664 -12.6420
H -12.4070 -3.0815 -12.6388
*
```

Record 2
Entry from OMol25: a molecular structure, C62H106N2O22Tl at a distorted geometry (ωB97M-V/def2-TZVPD).

Results
Frontier orbital gap   3.10 eV
HOMO energy   -10.03 eV
LUMO   -6.93 eV

Structure (ORCA input):
```
! RIJCOSX wB97M-V def2-TZVPD def2/J DEFGRID3
* xyz 1 1
C 4.5236 -28.7524 8.2982
C 5.2696 -27.6285 8.9410
C 5.9000 -26.5468 7.9824
O 6.5931 -25.6579 8.9182
C 7.6031 -24.8428 8.4299
N 4.4466 -26.9867 10.0251
H 3.7924 -27.5803 10.5147
H 4.9532 -26.5258 10.7674
H 3.9935 -26.1965 9.5888
H 3.5179 -28.3967 8.0744
H 4.5341 -29.6494 8.9175
H 5.0205 -29.1963 7.4356
H 6.1030 -28.1060 9.4565
H 5.1205 -26.1222 7.3498
H 6.5648 -27.1051 7.3233
H 7.4086 -24.2853 7.5137
H 8.5425 -25.3899 8.3509
H 7.7236 -24.0748 9.1940
C -0.3275 -29.9121 7.3017
C -0.3302 -30.3780 8.7872
C -0.6430 -31.8390 8.9488
O 0.5296 -32.7021 8.7380
C 0.3160 -34.0556 9.2091
N 1.0152 -30.0423 9.3052
H 1.7809 -30.6048 8.9627
H 1.2259 -29.0570 9.2353
H 1.0044 -30.2431 10.2950
H 0.4826 -30.2374 6.6490
H -0.3069 -28.8267 7.2040
H -1.2107 -30.2017 6.7324
H -1.0544 -29.7591 9.3171
H -1.4167 -32.2754 8.3170
H -0.8414 -31.9015 10.0188
H 1.1873 -34.7062 9.1335
H -0.5217 -34.6291 8.8123
H 0.2562 -33.9166 10.2885
Tl -1.6315 -24.3917 14.6720
C 2.1792 -27.3435 13.1011
C 1.1695 -26.9867 13.9278
C 0.0313 -27.9327 14.1860
O -1.0192 -27.5073 14.8550
C -0.0040 -29.1725 13.6022
C 0.9098 -29.6553 12.6141
C 2.1512 -28.5692 12.3789
O 2.9611 -28.7805 11.5172
O 0.7531 -30.6926 11.9920
O 1.3199 -25.8046 14.4590
H 2.9922 -26.6620 12.8985
H -0.8147 -29.8415 13.8505
C 1.4248 -23.9746 10.5925
C 1.7715 -24.8438 9.5618
C 0.9651 -26.0950 9.3790
O 1.1669 -27.0216 8.4603
C -0.1108 -26.3575 10.1904
C -0.5510 -25.4633 11.2493
C 0.2121 -24.1006 11.4437
O -0.1683 -23.2582 12.3026
O -1.3692 -25.8135 12.0511
O 2.8474 -24.5765 8.9077
H 2.1013 -23.1495 10.7598
H -0.7347 -27.2321 10.0805
C -3.2712 -31.1941 10.4625
C -3.9406 -30.8015 9.3079
C -4.2439 -29.4614 9.0896
C -3.6635 -28.5289 9.9414
C -2.9475 -28.8752 11.1164
C -2.8062 -30.2673 11.3627
H -3.1028 -32.2414 10.6659
H -4.1826 -31.5916 8.6125
H -4.7662 -29.1306 8.2040
H -3.7767 -27.4911 9.6648
H -2.5158 -28.1132 11.7483
H -2.1255 -30.5798 12.1408
C 2.9962 -26.3068 5.3486
C 2.2045 -27.3874 4.6847
O 2.7470 -28.2238 3.9745
C 0.7244 -27.5327 4.9787
H 2.7279 -26.0019 6.3601
H 2.9240 -25.3768 4.7848
H 4.0394 -26.6158 5.4145
H 0.1725 -26.7793 4.4166
H 0.6862 -27.2770 6.0376
H 0.4202 -28.5553 4.7552
C 1.8435 -21.1269 8.0099
C 0.8130 -20.4225 8.8773
O 1.0082 -19.2974 9.2664
C -0.5054 -21.0590 9.1129
H 1.8381 -20.6935 7.0098
H 1.7123 -22.2046 7.9128
H 2.8067 -20.9702 8.4956
H -0.9558 -21.3682 8.1697
H -1.2352 -20.3882 9.5662
H -0.2924 -21.9386 9.7205
C 5.5241 -25.1428 14.3586
C 5.4676 -25.0755 12.8546
O 6.2060 -25.7643 12.1527
C 4.5052 -24.1294 12.1840
H 4.5311 -25.2756 14.7880
H 5.9538 -24.2097 14.7229
H 6.1802 -25.9509 14.6820
H 4.3610 -24.2380 11.1091
H 4.7953 -23.0909 12.3436
H 3.5431 -24.1938 12.6922
C 4.4683 -20.6442 10.4846
C 5.8287 -21.0817 9.9516
O 6.8397 -20.8457 10.6164
C 5.8133 -21.5966 8.5092
H 3.7976 -21.4729 10.2576
H 4.2211 -19.7388 9.9303
H 4.4609 -20.3489 11.5338
H 6.7952 -21.6186 8.0364
H 5.1006 -20.9307 8.0227
H 5.4663 -22.6295 8.5372
C 5.0019 -23.4727 5.6128
C 4.0663 -22.8433 4.6057
O 3.6274 -21.7535 4.8869
C 3.8751 -23.4998 3.2703
H 4.6156 -23.6753 6.6117
H 5.8639 -22.8327 5.8011
H 5.2838 -24.4200 5.1531
H 2.8395 -23.8140 3.4009
H 4.6024 -24.2755 3.0307
H 3.8770 -22.7055 2.5239
C -1.4036 -24.2137 7.3037
C -2.2062 -25.2822 6.5896
O -2.6496 -25.1177 5.4612
C -2.4308 -26.5898 7.2735
H -0.3996 -24.1904 6.8799
H -1.3238 -24.4883 8.3555
H -1.8753 -23.2396 7.1744
H -1.4549 -27.0395 7.4564
H -3.0659 -27.2378 6.6695
H -2.9727 -26.3790 8.1955
C -5.1114 -20.6676 15.6707
C -5.2307 -21.9548 14.8271
O -4.3667 -22.8963 14.9488
C -6.5092 -22.1585 14.0354
H -4.4891 -20.9349 16.5248
H -6.0958 -20.3692 16.0314
H -4.6319 -19.9217 15.0369
H -7.4032 -21.7883 14.5371
H -6.6411 -23.2245 13.8503
H -6.3761 -21.7098 13.0510
C -0.5663 -19.9611 12.7307
C -1.9403 -20.5089 12.9957
O -2.0901 -21.3996 13.7969
C -3.1318 -20.0108 12.1776
H -0.6361 -19.0202 12.1848
H -0.0233 -20.6536 12.0874
H -0.1982 -19.7146 13.7266
H -3.1460 -18.9215 12.2156
H -4.0577 -20.3632 12.6321
H -3.0883 -20.1231 11.0942
C -5.9699 -27.2377 13.2514
C -4.7539 -27.2511 14.1583
O -3.9981 -26.2586 14.2154
C -4.3701 -28.6124 14.7949
H -6.5454 -28.1509 13.4025
H -5.6660 -27.2941 12.2062
H -6.5742 -26.3734 13.5272
H -3.2978 -28.5692 14.9856
H -4.5125 -29.4498 14.1119
H -4.8465 -28.7421 15.7667
C 3.8967 -33.7305 7.0174
C 3.5082 -32.6616 8.0100
O 2.9786 -31.5997 7.6918
C 4.0946 -32.9784 9.3730
H 3.2037 -33.8714 6.1879
H 3.6819 -34.6426 7.5742
H 4.9296 -33.6087 6.6912
H 3.7128 -33.8163 9.9564
H 3.9617 -32.1391 10.0556
H 5.1614 -33.1917 9.3052
C 2.1433 -20.6951 16.1287
C 1.5501 -21.7175 15.2392
O 0.5228 -22.3703 15.4509
C 2.3438 -21.9826 13.9784
H 1.3937 -20.3004 16.8146
H 2.7689 -19.9481 15.6401
H 2.7854 -21.2404 16.8204
H 2.0534 -21.2651 13.2109
H 2.0936 -22.9836 13.6269
H 3.3975 -21.8530 14.2255
C -5.4887 -24.3696 11.3867
C -4.1172 -23.6785 11.3790
O -3.4278 -23.5171 12.3636
C -3.6183 -23.1033 10.0890
H -5.7584 -24.4771 12.4373
H -5.2818 -25.3481 10.9532
H -6.2359 -23.8392 10.7964
H -2.5326 -23.0840 9.9943
H -3.9097 -22.0638 9.9391
H -4.0479 -23.6449 9.2463
*
```